# 1
{"formula": "H25O12", "method": "ωB97M-V with the def2-TZVPD basis set", "de_lowest_ev": 1.596, "orbital_gap_ev": 9.20, "total_charge": 1, "energy_ha": -917.6098, "multiplicity": 1, "symbols": ["O", "H", "H", "H", "O", "H", "H", "O", "H", "H", "O", "H", "H", "O", "H", "H", "O", "H", "H", "O", "H", "H", "O", "H", "H", "O", "H", "H", "O", "H", "H", "O", "H", "H", "O", "H", "H"], "coordinates": [[0.05019, 0.10789, -0.48800], [0.78519, 0.58089, -1.02400], [-0.63081, -0.16811, -1.14000], [0.52719, -0.64811, -0.10800], [-1.55581, 2.61089, -1.39200], [-2.23981, 1.96989, -1.16000], [-0.95981, 2.83289, -0.64800], [-1.58381, -2.15811, -0.63800], [-1.14081, -2.91511, -1.08400], [-1.88281, -2.39811, 0.24400], [2.73719, -2.11911, 2.44000], [1.81119, -2.09911, 2.13400], [2.68619, -2.31911, 3.41900], [1.46319, 1.27389, 1.93900], [1.35519, 1.80089, 2.76000], [2.32019, 0.79989, 1.93600], [-0.85981, -0.23311, -3.04700], [-0.12281, -0.76311, -3.31200], [-1.64281, -0.75111, -3.25500], [0.15719, -1.67111, 1.77200], [0.15919, -1.08911, 2.52900], [-0.19281, -2.45711, 2.21400], [-2.33881, -0.62811, 1.97300], [-2.25781, 0.22489, 1.61000], [-1.44781, -1.03311, 1.84700], [-3.23881, 0.77489, -0.80800], [-3.92881, 0.76089, -0.15600], [-3.64181, 0.68589, -1.65800], [2.35219, -1.41411, -0.61900], [2.77319, -1.31811, -1.48600], [2.30819, -2.32311, -0.36800], [0.02219, 3.07789, 0.65100], [0.78419, 2.60189, 0.92300], [0.32319, 3.97689, 0.40300], [2.08819, 1.21389, -2.03500], [2.15419, 1.70489, -2.82300], [2.80819, 1.50689, -1.54500]], "mulliken_charge": [0.09, 0.33, 0.31, 0.37, -0.74, 0.43, 0.42, -0.52, 0.28, 0.27, -0.63, 0.41, 0.31, -0.67, 0.30, 0.33, -0.63, 0.30, 0.29, -0.82, 0.35, 0.31, -0.66, 0.33, 0.34, -0.59, 0.25, 0.27, -0.60, 0.28, 0.27, -0.67, 0.34, 0.34, -0.49, 0.23, 0.26]}

# 2
{"formula": "H2N2P2", "method": "ωB97M-V with the def2-TZVPD basis set", "de_lowest_ev": 3.909, "orbital_gap_ev": 7.82, "energy_ha": -793.2543, "multiplicity": 1, "symbols": ["H", "P", "N", "P", "N", "H"], "coordinates": [[-1.82220, -1.54607, -0.44479], [-2.06809, -0.24127, 0.08586], [-0.85443, 0.68920, -0.02849], [1.06876, 0.28685, -0.00763], [2.20484, -0.69834, 0.07216], [1.47112, 1.50963, 0.32289]], "mulliken_charge": [0.06, 0.13, -0.30, 0.43, -0.42, 0.10]}

# 3
{"formula": "C11H24AsClN2O7STm", "method": "ωB97M-V with the def2-TZVPD basis set", "de_lowest_ev": 0.000, "orbital_gap_ev": [9.59, 9.54], "s2": 2.00, "total_charge": 1, "energy_ha": -5248.7057, "multiplicity": 3, "symbols": ["Tm", "C", "C", "C", "O", "C", "O", "O", "H", "H", "H", "H", "H", "H", "H", "S", "C", "N", "C", "C", "C", "N", "H", "H", "H", "H", "H", "H", "H", "H", "C", "As", "C", "C", "H", "H", "H", "H", "H", "H", "H", "H", "H", "O", "Cl", "O", "O", "O"], "coordinates": [[-0.54535, 0.71328, -0.73916], [-3.62737, -1.46040, -2.98503], [-3.23896, -0.14755, -2.32518], [-4.39651, 0.85608, -1.89459], [-2.43249, -0.47896, -1.11224], [-2.22821, 0.63189, -3.20967], [-0.98463, 0.45102, -2.83194], [-2.55582, 1.23994, -4.24325], [-4.17575, -2.16612, -2.30072], [-2.65185, -1.89502, -3.31508], [-4.17714, -1.30612, -3.94749], [-5.01240, 0.57964, -1.01480], [-4.98994, 1.32276, -2.67892], [-3.85998, 1.86891, -1.56123], [-3.00826, -0.73828, -0.31666], [1.98997, 0.24381, -1.51899], [2.95424, 0.72397, -0.13843], [2.83840, 1.81403, 0.65147], [3.94584, 2.31305, 1.51721], [4.87214, 1.16085, 1.90419], [5.33178, 0.35597, 0.73017], [4.12366, 0.05910, -0.09109], [2.06848, 2.43457, 0.51654], [3.44053, 2.77363, 2.36679], [4.49128, 3.10498, 1.00728], [4.34621, 0.48628, 2.63662], [5.68808, 1.56552, 2.45037], [5.84553, -0.57767, 1.01276], [6.03487, 0.91596, 0.09478], [4.20030, -0.81574, -0.62892], [-2.16570, -2.09147, 1.49566], [-0.30556, -1.81613, 0.78847], [-0.09306, -3.71832, 0.26684], [0.35668, -1.23863, 2.53066], [-2.08238, -2.50770, 2.51716], [-2.73564, -2.78050, 0.86473], [-2.68546, -1.12944, 1.68193], [-0.10642, -4.26071, 1.23296], [0.91718, -3.79330, -0.12555], [-0.85205, -3.98642, -0.47837], [-0.43589, -0.58259, 2.89262], [1.30843, -0.67569, 2.42010], [0.45358, -2.01770, 3.32209], [0.33215, 2.92643, 0.36890], [-1.23644, 2.99379, 0.52510], [-1.64175, 4.13095, 1.25315], [-1.70976, 2.83150, -0.86654], [-1.60458, 1.68655, 1.27530]], "lowdin_spin": [2.01, 0.00, 0.00, 0.00, 0.00, 0.00, 0.00, 0.00, 0.00, 0.00, 0.00, 0.00, 0.00, 0.00, 0.00, 0.00, 0.00, 0.00, 0.00, 0.00, 0.00, 0.00, 0.00, 0.00, 0.00, 0.00, 0.00, 0.00, 0.00, 0.00, 0.00, 0.00, 0.00, 0.00, 0.00, 0.00, 0.00, 0.00, 0.00, 0.00, 0.00, 0.00, 0.00, 0.00, 0.00, 0.00, 0.00, 0.00]}

# 4
{"formula": "C58H58N4OP2Re", "method": "ωB97M-V with the def2-TZVPD basis set", "de_lowest_ev": 0.000, "orbital_gap_ev": [6.12, 6.38], "s2": 0.77, "total_charge": 4, "energy_ha": -3298.9875, "multiplicity": 2, "symbols": ["Re", "C", "C", "C", "C", "C", "C", "C", "N", "C", "C", "C", "C", "C", "C", "C", "N", "C", "C", "C", "C", "H", "H", "H", "H", "H", "H", "H", "H", "H", "H", "H", "H", "H", "H", "H", "H", "H", "H", "H", "H", "H", "H", "H", "H", "O", "C", "C", "C", "C", "C", "C", "P", "C", "C", "C", "C", "C", "C", "C", "C", "C", "C", "C", "C", "C", "C", "C", "C", "C", "C", "P", "C", "C", "C", "C", "C", "C", "C", "C", "C", "C", "C", "C", "H", "H", "H", "H", "H", "H", "H", "H", "H", "H", "H", "H", "H", "H", "H", "H", "H", "H", "H", "H", "H", "H", "H", "H", "H", "H", "H", "H", "C", "N", "C", "C", "N", "C", "H", "H", "H", "H", "H", "H"], "coordinates": [[-0.73784, 0.37985, -0.52322], [0.57354, -0.82562, 6.53506], [1.58162, -0.95436, 5.39248], [2.76681, -0.01213, 5.65590], [2.08397, -2.40968, 5.32164], [0.95516, -0.63108, 4.04966], [-0.41396, -0.47534, 3.85897], [-0.91129, -0.18390, 2.60669], [-0.14165, -0.01368, 1.52313], [1.19148, -0.21478, 1.67213], [1.74249, -0.51055, 2.89819], [2.00606, -0.06973, 0.44776], [3.37022, -0.27397, 0.43416], [4.13305, -0.07562, -0.71747], [3.43356, 0.37825, -1.84510], [2.08036, 0.55897, -1.79383], [1.34399, 0.30370, -0.68243], [5.62679, -0.29914, -0.76806], [6.18395, -0.79604, 0.56573], [5.91942, -1.34286, -1.86261], [6.30066, 1.03884, -1.12999], [1.08137, -0.99784, 7.48276], [-0.22508, -1.56663, 6.46285], [0.13482, 0.17366, 6.57770], [3.19816, -0.24495, 6.62870], [2.44507, 1.03073, 5.67546], [3.56521, -0.12351, 4.92051], [2.53958, -2.67717, 6.27499], [2.83827, -2.54455, 4.54255], [1.25872, -3.10095, 5.13999], [-1.10926, -0.56645, 4.68105], [-1.97491, -0.08938, 2.47786], [2.81031, -0.64080, 2.98592], [3.86041, -0.59115, 1.33974], [3.94660, 0.60533, -2.76919], [1.54762, 0.94684, -2.64558], [5.75347, -1.75801, 0.85555], [6.02884, -0.07159, 1.36888], [7.25878, -0.94257, 0.47306], [5.43265, -2.29524, -1.64311], [6.99358, -1.52013, -1.90636], [5.60388, -1.00418, -2.85026], [6.09979, 1.79980, -0.37340], [5.98017, 1.41126, -2.10373], [7.37952, 0.89300, -1.17588], [-2.89843, 0.45482, 0.34247], [-3.77716, -0.66203, 0.29679], [-5.14869, -0.51961, 0.36703], [-5.93395, -1.66684, 0.37072], [-5.35526, -2.93176, 0.29076], [-3.98837, -3.04434, 0.11631], [-3.18905, -1.89699, 0.12314], [-1.60144, -1.89276, -0.68521], [-0.34196, -2.85932, 0.14803], [-0.59878, -3.39222, 1.41254], [0.39056, -4.10903, 2.06678], [1.63778, -4.28013, 1.47626], [1.89658, -3.74372, 0.21789], [0.91047, -3.03559, -0.44828], [-1.98495, -2.60216, -2.28290], [-1.50142, -3.85627, -2.65053], [-1.93460, -4.42820, -3.84244], [-2.84522, -3.75799, -4.64587], [-3.33678, -2.50861, -4.26826], [-2.91260, -1.92774, -3.08785], [-3.18266, 1.45385, 1.33494], [-4.04551, 1.29900, 2.40018], [-4.17131, 2.35353, 3.30378], [-3.45155, 3.53030, 3.15958], [-2.57623, 3.66620, 2.09367], [-2.44479, 2.61620, 1.19260], [-1.47412, 2.62981, -0.28805], [0.18402, 3.20900, -0.07445], [0.77144, 3.22743, 1.20203], [2.08735, 3.62939, 1.32824], [2.81463, 4.00439, 0.19873], [2.23380, 3.97967, -1.06744], [0.91799, 3.57723, -1.21161], [-2.40853, 3.52997, -1.51377], [-3.59928, 2.97314, -1.99290], [-4.39850, 3.70978, -2.84635], [-4.02739, 5.00017, -3.21442], [-2.85518, 5.56165, -2.72276], [-2.04336, 4.83036, -1.86703], [-5.60783, 0.45815, 0.43181], [-7.00961, -1.56935, 0.43508], [-5.97549, -3.81724, 0.31097], [-3.53978, -4.01489, -0.06116], [-1.57705, -3.28337, 1.86576], [0.17994, -4.55850, 3.02795], [2.40108, -4.85520, 1.98436], [2.85611, -3.90510, -0.25590], [1.12011, -2.65586, -1.44355], [-0.81254, -4.39692, -2.01456], [-1.57267, -5.40632, -4.13009], [-3.18951, -4.21515, -5.56442], [-4.06291, -2.00131, -4.89006], [-3.30491, -0.95960, -2.79077], [-4.61125, 0.39461, 2.56737], [-4.85148, 2.23950, 4.13766], [-3.57357, 4.33453, 3.87186], [-2.00922, 4.57930, 1.95836], [0.19645, 2.94793, 2.07689], [2.54712, 3.67765, 2.30659], [3.83863, 4.33717, 0.31210], [2.80349, 4.29429, -1.93195], [0.45927, 3.56272, -2.19264], [-3.89420, 1.96790, -1.70723], [-5.31935, 3.28658, -3.22515], [-4.66212, 5.57211, -3.87805], [-2.57666, 6.57088, -2.99378], [-1.14316, 5.28286, -1.47011], [0.18915, -1.03221, -5.81549], [-0.27084, -0.17071, -4.71908], [-0.83476, 1.07725, -4.84777], [-1.11333, 1.50852, -3.59415], [-0.73894, 0.52757, -2.68569], [-0.23144, -0.46688, -3.42614], [-0.22726, -0.66590, -6.74919], [-0.15757, -2.04935, -5.64992], [1.27452, -1.01526, -5.88417], [-0.98704, 1.54493, -5.80593], [-1.55429, 2.44047, -3.29778], [0.18939, -1.38297, -3.05323]], "lowdin_spin": [0.94, 0.00, 0.00, 0.00, 0.00, 0.00, 0.00, 0.01, 0.01, 0.00, 0.00, 0.00, 0.00, 0.00, 0.00, 0.01, 0.01, 0.00, 0.00, 0.00, 0.00, 0.00, 0.00, 0.00, 0.00, 0.00, 0.00, 0.00, 0.00, 0.00, 0.00, 0.00, 0.00, 0.00, 0.00, 0.00, 0.00, 0.00, 0.00, 0.00, 0.00, 0.00, 0.00, 0.00, 0.00, 0.03, 0.00, 0.00, 0.00, 0.00, 0.00, 0.00, -0.01, 0.00, 0.00, 0.00, 0.00, 0.00, 0.00, 0.00, 0.00, 0.00, 0.00, 0.00, 0.00, 0.00, 0.00, 0.00, 0.00, 0.00, 0.00, -0.02, -0.01, 0.00, 0.00, -0.01, 0.00, 0.00, 0.00, 0.00, 0.00, 0.00, 0.00, 0.00, 0.00, 0.00, 0.00, 0.00, 0.00, 0.00, 0.00, 0.00, 0.00, 0.00, 0.00, 0.00, 0.00, 0.00, 0.00, 0.00, 0.00, 0.00, 0.00, 0.00, 0.00, 0.00, 0.00, 0.00, 0.00, 0.00, 0.00, 0.00, 0.00, 0.01, 0.01, 0.00, 0.02, 0.02, 0.00, 0.00, 0.00, 0.00, 0.00, 0.00]}